121
Properties=species:S:1:pos:R:3 method="wB97M-V/def2-TZVPD" orbital_gap_ev=9.7 smiles=COCCOCCOC.COCCOCCOC.COCCOCCOC.COCCOCCOC.COCCOCCOC.CC#N relative_energy_kj_mol=0.0 e_homo_ha=-0.33442 lumo_ev=0.6171
O -5.90 -2.56 -3.67
O -0.25 -7.55 -1.40
O 3.62 4.22 -1.58
O -1.17 -1.72 3.84
O 5.48 6.10 -0.74
O -1.74 0.43 1.74
O -4.52 -0.04 -4.79
O -0.91 -4.52 -1.47
O 5.67 2.05 5.77
O -3.81 -0.98 0.13
O 4.93 2.52 2.81
O -0.87 -2.32 -3.60
O 2.29 1.35 2.72
O -9.36 -3.63 -3.35
O 5.46 7.25 2.19
N 0.14 0.87 -1.51
C -3.07 1.03 1.52
C -8.27 -2.91 -3.86
C -4.84 -1.55 0.83
C -0.33 -0.15 -1.19
C -3.79 0.47 0.22
C 4.97 8.07 3.25
C -3.46 0.62 -5.47
C 4.81 1.12 2.91
C -0.88 -1.44 -0.78
C -10.58 -3.48 -4.09
C -4.03 -0.85 -3.73
C 6.68 1.98 6.78
C 6.41 7.04 -0.18
C 4.68 3.37 3.93
C -0.96 -3.73 -3.83
C -2.09 -2.28 3.00
C 2.02 1.09 1.35
C -7.00 -3.17 -3.02
C -1.31 0.61 3.05
C 5.67 3.26 5.15
C -0.35 -4.69 -2.73
C 5.92 7.90 1.03
C -0.44 -5.34 -0.37
C 1.02 -8.12 -1.03
C 3.13 3.11 -2.26
C -0.90 -6.77 -0.41
C -5.15 -1.58 -2.94
C 3.38 0.72 3.32
C -0.45 -0.60 3.33
C 4.50 3.87 -0.47
C 5.00 5.13 0.21
C 0.47 -1.82 -3.71
H 6.45 2.72 7.54
H -2.91 2.09 1.36
H 0.68 -4.38 -2.54
H 0.19 -0.24 4.14
H 7.66 2.19 6.35
H 7.27 6.45 0.13
H 5.01 7.59 4.22
H -10.54 -3.86 -5.11
H 0.98 -2.17 -4.60
H -7.13 -2.73 -2.03
H 6.68 3.39 4.78
H -10.99 -2.47 -4.05
H -2.92 1.35 -4.87
H -0.80 1.57 3.11
H -3.78 0.87 2.33
H -8.56 -1.86 -3.88
H 0.51 -0.75 -3.88
H -0.36 -5.69 -3.17
H -1.72 -2.75 2.09
H 2.77 3.45 -3.23
H -1.98 -6.77 -0.54
H 5.34 3.29 -0.85
H 5.40 9.07 3.28
H 6.68 0.95 7.13
H -2.75 -0.10 -5.88
H 3.88 8.18 3.16
H 3.95 3.25 0.24
H 0.18 -0.82 2.48
H 5.73 4.97 1.00
H 1.02 -8.69 -0.10
H 5.12 0.71 1.95
H -2.42 -3.17 3.53
H -5.00 -1.26 1.87
H -4.63 -2.15 -2.16
H -3.23 0.78 -0.66
H 4.16 5.55 0.77
H 6.75 7.69 -0.98
H 5.02 8.33 0.59
H -3.40 -1.64 -4.16
H -4.77 0.91 0.08
H -0.78 -4.94 0.58
H -0.69 -7.26 0.54
H -4.73 -2.63 0.93
H -5.87 -0.84 -2.60
H 3.68 3.12 4.29
H -1.16 -1.47 0.27
H 3.28 -0.35 3.09
H 0.64 -5.29 -0.33
H 1.34 -8.74 -1.87
H 0.96 -1.95 -2.75
H 2.73 1.62 0.72
H 3.91 2.40 -2.55
H -8.07 -3.33 -4.85
H -2.03 -3.94 -3.74
H 2.00 0.04 1.06
H 1.04 1.44 1.05
H -6.82 -4.24 -2.98
H 1.77 -7.33 -0.92
H 2.27 2.69 -1.74
H -0.75 -4.17 -4.80
H 6.66 8.62 1.40
H -3.94 1.07 -6.34
H -5.73 -1.45 0.21
H -2.11 0.67 3.80
H -11.36 -4.06 -3.58
H -1.76 -1.80 -1.31
H 3.23 0.75 4.40
H -2.95 -1.65 2.77
H -3.47 -0.23 -3.05
H 5.53 0.68 3.60
H 5.39 4.05 5.84
H 4.58 4.39 3.57
H -0.09 -2.15 -1.03

15
Properties=species:S:1:pos:R:3 method="wB97M-V/def2-TZVPD" orbital_gap_ev="8.9 / 6.6" total_charge=+1 relative_energy_kj_mol=262.9 e_homo_ha="-0.53540 / -0.50054" lumo_ev="-5.6260 / -7.0592"
O 0.20 -2.23 -2.47
O -0.80 -1.18 -0.65
O 0.09 0.83 -0.92
C -1.53 0.62 0.98
C 1.50 0.05 1.39
C -0.71 0.04 -0.16
C 0.55 0.13 -1.91
C 0.00 -1.25 -1.86
H -2.43 0.26 0.65
H -1.31 0.33 1.99
H -1.38 1.73 1.17
H 1.49 -1.05 1.84
H 1.28 0.49 -2.55
H 2.03 0.38 0.49
H 1.02 0.85 1.99

50
Properties=species:S:1:pos:R:3 method="wB97M-V/def2-TZVPD" orbital_gap_ev="8.5 / 11.0" multiplicity=3 total_charge=+2 e_homo_ha="-0.49751 / -0.59196" lumo_ev="-5.0234 / -5.1166"
Ti 0.11 -0.12 0.28
S -0.47 -1.86 -2.04
O 0.25 2.10 0.76
O -1.62 0.48 1.63
O 2.15 0.66 -0.29
O -1.09 -1.90 1.06
O 1.27 -0.70 2.03
O 0.74 -1.63 -1.12
C 0.19 -1.77 -3.73
C -1.26 -0.20 -2.17
C 1.05 -2.12 2.16
C 2.63 -0.25 1.91
C 2.40 2.07 -0.17
C -0.50 -0.60 -4.43
C -1.64 1.83 2.13
C -0.44 -2.34 2.27
C 1.06 2.78 -0.19
C 3.06 -0.18 0.45
C -1.00 2.71 1.09
C -2.50 -1.70 1.21
C -2.81 -0.30 1.77
C -0.64 0.49 -3.38
H 3.03 -1.15 -0.04
H 0.04 -2.74 -4.20
H 1.55 -2.48 3.06
H 0.35 0.89 -3.11
H 2.91 2.28 0.77
H 3.29 -0.91 2.48
H 0.09 -0.29 -5.29
H 2.64 0.73 2.37
H 1.47 -2.64 1.29
H -3.10 -0.33 2.82
H -1.62 2.79 0.19
H -0.83 3.71 1.49
H -1.26 1.32 -3.71
H 4.07 0.22 0.38
H -1.18 0.40 -1.23
H -2.33 -0.37 -2.29
H 0.59 2.74 -1.18
H -0.83 -1.77 3.11
H 1.25 -1.61 -3.58
H 1.18 3.83 0.09
H -1.08 1.85 3.06
H -2.67 2.15 2.33
H 3.03 2.40 -1.00
H -1.48 -0.90 -4.80
H -2.93 -1.84 0.23
H -2.90 -2.48 1.87
H -0.64 -3.41 2.42
H -3.62 0.16 1.20

92
Properties=species:S:1:pos:R:3 method="wB97M-V/def2-TZVPD" orbital_gap_ev="8.0 / 7.3" multiplicity=2 relative_energy_kj_mol=30.3 e_homo_ha="-0.28570 / -0.28804" lumo_ev="0.2719 / -0.5355"
I 3.18 -0.15 4.86
Cd -0.29 -0.03 1.71
As -1.95 -0.48 4.93
S 0.33 -2.35 1.01
S -2.02 -4.25 0.85
P -0.32 -0.13 -1.59
P 2.22 0.61 -0.27
F -3.47 -0.73 4.19
F -2.13 -1.82 5.96
F -1.20 -1.49 3.71
F -2.62 0.60 6.07
F -1.70 0.88 3.82
F -0.35 -0.15 5.52
N -2.26 -1.69 1.05
N 1.39 -0.04 -1.61
N -2.08 1.35 1.05
N 0.74 1.72 2.84
C -5.95 -2.15 1.19
C -3.63 -3.61 0.95
C 5.18 -2.65 1.13
C -0.72 0.98 -3.02
C 4.41 1.33 -1.93
C 5.01 3.61 -2.42
C -1.58 3.78 1.10
C -1.97 -2.29 -2.10
C 3.35 -1.99 -0.31
C -3.56 -2.22 1.07
C -1.77 0.74 -3.91
C 5.23 2.25 -2.57
C -4.84 -4.28 0.95
C -1.34 2.82 -5.04
C 3.36 1.78 -1.12
C 0.24 -2.52 -3.01
C -1.38 -4.29 -3.29
C -2.08 1.65 -4.91
C -0.10 3.68 1.52
C -0.70 -1.76 -2.32
C -2.07 2.61 0.28
C 3.41 -0.70 0.20
C -0.30 3.08 -4.16
C 3.15 3.15 -0.97
C 5.24 -1.36 1.64
C 4.24 -2.97 0.15
C 4.35 -0.40 1.18
C -2.32 -3.54 -2.59
C -4.73 -1.48 1.19
C -0.11 -3.78 -3.50
C 0.14 3.07 2.91
C -1.37 -2.64 0.97
C -6.00 -3.54 1.07
C 3.97 4.06 -1.62
C 2.02 -1.44 3.75
C 0.00 2.17 -3.15
H 6.04 1.89 -3.20
H -1.57 3.53 -5.83
H 2.60 -2.25 -1.05
H 0.63 -4.36 -4.05
H 5.96 -1.11 2.41
H -4.88 -5.36 0.87
H 2.56 -2.02 3.02
H -6.96 -4.04 1.09
H -4.69 -0.40 1.30
H -1.43 2.47 -0.59
H 1.19 -1.88 4.30
H 2.34 3.50 -0.34
H 4.18 -3.97 -0.24
H -3.07 2.84 -0.10
H -0.80 2.98 3.46
H 1.84 0.06 -2.52
H 0.35 4.67 1.49
H 0.43 3.07 0.78
H -1.64 -5.27 -3.67
H -1.73 4.68 0.51
H 5.67 4.32 -2.91
H 5.85 -3.42 1.49
H -2.61 1.47 1.91
H 4.40 0.61 1.60
H 3.81 5.13 -1.49
H 0.76 1.33 3.79
H -2.70 -1.72 -1.52
H 0.27 4.00 -4.25
H -2.89 1.44 -5.60
H -2.35 -0.17 -3.83
H 1.24 -2.14 -3.17
H 4.59 0.27 -2.04
H 0.81 2.39 -2.47
H -6.86 -1.58 1.30
H 0.79 3.72 3.49
H -3.31 -3.94 -2.40
H -2.21 3.88 1.99
H -2.55 0.62 0.52
H 1.70 1.78 2.54

8
Properties=species:S:1:pos:R:3 method="wB97M-V/def2-TZVPD" orbital_gap_ev=9.3 smiles="C=NSF.I" relative_energy_kj_mol=82.3 e_homo_ha=-0.33496 lumo_ev=0.1626
I 4.03 -0.46 -0.14
S -0.34 1.31 0.35
F -1.25 2.19 -0.85
N -0.97 -0.04 0.60
C -1.88 -0.91 0.46
H -2.69 -0.85 -0.11
H 4.95 0.58 -1.18
H -1.85 -1.82 0.87

144
Properties=species:S:1:pos:R:3 method="wB97M-V/def2-TZVPD" orbital_gap_ev="4.6 / 4.2" multiplicity=4 total_charge=+2 relative_energy_kj_mol=0.0 e_homo_ha="-0.36726 / -0.36674" lumo_ev="-5.3879 / -5.7864"
Re 0.77 0.89 0.16
Te -2.69 3.25 -0.77
Br -5.41 -1.36 3.36
S 1.42 -1.84 2.02
S 1.82 -3.67 -0.03
S 1.02 -1.68 -1.92
Si -4.46 5.27 1.13
Si -3.23 4.49 -4.04
F 1.17 3.47 -3.28
F 1.49 3.71 -0.20
F -0.18 4.30 -1.83
F -0.50 2.32 -2.59
F 2.55 2.37 -1.53
O -1.29 0.69 -0.51
N 0.55 -0.87 1.34
N 0.80 -3.04 -1.00
N -0.05 1.90 1.73
N 2.49 1.47 1.24
N 1.36 -0.38 -1.29
N 2.44 -2.80 1.10
C -4.12 -0.67 2.14
C 2.21 2.41 2.19
C 4.71 -1.74 -3.52
C 0.51 3.73 3.30
C 3.12 0.35 4.95
C -4.80 4.86 -5.06
C 0.90 -3.69 4.03
C -0.13 -7.10 2.20
C -4.11 -1.10 0.81
C 4.43 -0.10 4.96
C 1.22 -6.83 2.35
C 5.06 -5.36 -2.72
C -3.95 3.59 -2.47
C -1.20 1.59 2.28
C 4.48 -4.00 -0.82
C 3.76 1.17 1.02
C -2.41 6.14 -3.57
C -1.95 -3.27 -4.15
C -5.90 4.16 0.54
C 2.84 4.15 3.76
C 2.63 -1.21 3.20
C 3.93 -1.68 3.23
C 3.22 3.11 2.89
C 2.78 -5.23 -2.01
C 0.03 -4.47 4.79
C -0.85 -3.13 -3.32
C 2.18 -2.60 -4.31
C -0.34 -5.33 0.59
C 1.51 4.47 3.94
C -0.48 -1.86 -2.90
C 1.01 -5.07 0.75
C -3.17 -0.61 -0.06
C 5.44 -4.50 -1.69
C -2.18 0.72 1.72
C -2.32 -0.89 -4.06
C 2.38 -2.03 -3.07
C 3.63 -1.58 -2.67
C -1.21 -0.74 -3.25
C -3.70 4.52 2.71
C 4.83 -1.12 4.11
C -2.09 3.30 -5.00
C -3.19 0.25 2.58
C 0.47 3.17 -2.19
C 0.85 2.70 2.44
C 3.16 -4.36 -1.00
C 3.26 -2.73 -5.17
C -2.98 5.26 -0.10
C 3.74 -5.73 -2.88
C 1.29 2.61 -1.02
C 1.80 -5.81 1.62
C 4.56 2.76 2.62
C 2.21 -0.21 4.07
C -2.16 0.27 0.36
C -1.82 -3.78 3.42
C -2.69 -2.15 -4.52
C -0.91 -6.36 1.32
C -1.32 -4.52 4.47
C 0.38 -2.96 2.98
C -0.97 -2.99 2.66
C 4.82 1.79 1.69
C -5.05 7.07 1.30
C 4.52 -2.31 -4.78
H -4.35 2.62 -2.76
H -2.90 -0.02 -4.34
H -3.54 -2.26 -5.17
H -0.52 4.01 3.45
H -5.45 7.44 0.37
H -5.83 7.14 2.05
H -5.35 3.95 -5.31
H -0.90 0.21 -2.87
H 5.15 0.34 5.64
H -2.34 2.26 -4.81
H -4.45 4.39 3.49
H 1.23 5.30 4.56
H 5.83 1.52 1.44
H 5.81 -5.74 -3.40
H 1.74 -5.50 -2.13
H -3.27 3.55 2.50
H 0.42 -5.02 5.63
H 4.21 -2.47 2.55
H -3.22 0.58 3.61
H -1.31 -2.37 1.85
H 3.11 -3.13 -6.16
H 1.18 0.11 4.04
H 3.60 4.73 4.26
H -4.85 -1.81 0.48
H -0.28 -3.99 -3.00
H -6.72 4.22 1.24
H -5.61 3.12 0.45
H -4.77 4.20 -2.09
H 5.68 -1.39 -3.22
H 6.47 -4.22 -1.58
H -6.30 4.48 -0.42
H -4.25 7.73 1.61
H -1.40 1.93 3.29
H 1.95 -3.64 4.26
H -2.06 5.59 0.38
H -3.17 -0.92 -1.10
H 2.84 -5.56 1.72
H 5.36 -2.40 -5.45
H 3.45 -6.40 -3.68
H -0.92 -4.72 -0.09
H -1.96 -6.58 1.22
H -1.98 -5.13 5.06
H 4.74 -3.32 -0.03
H -4.55 5.35 -5.99
H -2.06 6.65 -4.46
H 1.82 -7.41 3.03
H -1.55 6.01 -2.92
H -2.17 3.47 -6.07
H -0.58 -7.90 2.78
H -1.05 3.44 -4.74
H -3.15 5.90 -0.96
H 5.35 3.28 3.14
H -2.24 -4.25 -4.50
H -2.87 -3.80 3.19
H 3.94 0.43 0.26
H 2.81 1.13 5.63
H -2.92 5.16 3.11
H -3.10 6.82 -3.08
H 5.85 -1.48 4.14
H -5.49 5.51 -4.53
H 1.20 -2.91 -4.62
H 3.72 -1.09 -1.72

40
Properties=species:S:1:pos:R:3 method="wB97M-V/def2-TZVPD" orbital_gap_ev=9.2 smiles="O=[N+]([O-])c1ccccc1.O=[N+]([O-])c1ccccc1.C[N+](=O)[O-].BrC(Br)Br" e_homo_ha=-0.36846 lumo_ev=-0.8629
Br 0.20 3.92 0.53
Br 1.08 1.85 3.01
Br 3.30 2.99 0.85
O -6.13 0.30 -1.79
O -0.21 -0.23 0.67
O -6.31 1.31 -3.73
O 5.08 -0.14 0.34
O -2.23 -0.73 0.08
O 6.56 -1.45 1.45
N -1.02 -1.05 0.14
N -5.77 1.17 -2.62
N 5.44 -1.07 1.08
C 3.12 -1.44 1.65
C 3.57 -3.91 2.70
C 1.44 2.45 1.13
C 2.05 -2.19 2.18
C -2.17 3.17 -1.96
C 2.21 -3.47 2.63
C 4.40 -1.96 1.65
C -3.92 2.60 -3.47
C 4.63 -3.17 2.20
C -4.56 1.95 -2.39
C -2.84 2.71 -0.85
C -2.67 3.17 -3.24
C -4.00 2.15 -1.11
C -0.65 -2.34 -0.47
H -2.19 3.60 -4.11
H -2.42 2.92 0.12
H 1.13 1.58 0.56
H 2.98 -0.41 1.35
H 1.06 -1.79 2.01
H 3.78 -4.95 2.89
H -1.25 3.74 -1.91
H 5.63 -3.58 2.19
H 0.43 -2.44 -0.41
H -4.20 2.44 -4.50
H -1.10 -3.13 0.13
H -4.62 1.77 -0.31
H 1.27 -3.99 2.77
H -1.11 -2.38 -1.46

26
Properties=species:S:1:pos:R:3 method="wB97M-V/def2-TZVPD" orbital_gap_ev=5.9 total_charge=+1 relative_energy_kj_mol=455.9 e_homo_ha=-0.43405 lumo_ev=-5.8730
N -1.68 -0.36 0.01
C -0.58 2.73 -0.40
C 3.52 0.23 -0.07
C 0.78 -0.58 0.28
C -2.11 -0.79 -1.37
C 2.53 1.13 -0.20
C 1.83 -1.48 0.38
C 3.15 -1.11 0.27
C -0.57 -1.21 0.48
C 1.09 0.80 -0.05
C 0.16 1.75 -0.11
C -2.70 -0.01 0.84
H -2.11 0.71 1.64
H -1.13 -1.07 -1.80
H -0.72 -1.40 1.56
H 4.62 0.49 0.04
H -1.12 2.70 -1.28
H -2.59 -1.67 -1.24
H 2.84 2.15 -0.39
H -3.41 0.67 0.32
H -0.55 -2.10 -0.01
H 3.88 -1.85 0.32
H -2.70 -0.17 -1.98
H -0.83 3.49 0.42
H -3.30 -0.63 1.54
H 1.72 -2.44 0.77

Record order is preserved below.
E: -2445.99071 -419.99117 -2248.80420 -6393.94689 -890.31989 -7996.14230 -8879.27514 -481.89356 Eh